126
Properties=species:S:1:pos:R:3:mulliken_charge:R:1 method="wB97M-V/def2-TZVPD" homo_lumo_gap_ev=10.69 smiles=FC(F)C(F)(F)COC(F)(F)C(F)F.FC(F)C(F)(F)COC(F)(F)C(F)F.ClC(Cl)Cl.ClC(Cl)Cl.CCCCCC.CCCCCC.CCCCCC.CCCCCC fmax_ev_per_a=4.0 molar_mass_da=1047.61 e_lumo_ha=-0.0024
C 3.4772 3.9071 7.2316 -0.8197
C 4.8718 4.4009 7.6743 0.9008
C 6.0154 3.3652 7.4412 0.1926
F 7.1183 3.7399 8.0802 -0.2669
F 5.7479 2.1309 7.8807 -0.2601
F 5.1650 5.5840 7.1278 -0.2904
F 4.7751 4.6900 9.0025 -0.3185
O 3.3492 3.7982 5.8196 -0.3836
C 2.4325 2.8599 5.2967 0.9400
C 2.2525 3.1960 3.8073 0.1406
F 3.3783 3.1542 3.1127 -0.2727
F 1.3660 2.4990 3.0391 -0.0679
F 2.8066 1.5956 5.6377 -0.2573
F 1.2648 3.0866 5.8894 -0.2721
H 2.7134 4.6142 7.5552 0.3574
H 3.3519 2.9610 7.7582 0.3518
H 6.2624 3.2845 6.3826 0.2500
H 1.9819 4.2307 3.5972 0.0929
C -7.6634 1.3122 0.5335 -0.8811
C -7.3560 0.0318 1.3387 0.9642
C -6.1367 -0.7316 0.7085 0.4231
F -6.0524 -1.9921 1.1537 -0.2855
F -6.1403 -0.7715 -0.6102 -0.2897
F -7.0749 0.2565 2.5783 -0.2792
F -8.3822 -0.8021 1.3483 -0.3450
O -6.5141 2.1555 0.5108 -0.3339
C -6.3153 3.3574 -0.2663 0.7285
C -4.9187 3.9728 -0.0516 0.6999
F -4.7260 4.9476 -0.9917 -0.2496
F -4.7344 4.4342 1.1910 -0.2414
F -6.4835 3.0142 -1.5288 -0.2862
F -7.2787 4.1708 0.1077 -0.2977
H -8.5550 1.8589 0.8403 0.4672
H -7.9159 1.0294 -0.4884 0.3492
H -5.2324 -0.2021 1.0086 0.0161
H -4.1228 3.2340 -0.1456 -0.1876
C 0.2682 5.3939 0.0860 -0.9431
C -0.9854 6.2719 0.0064 -0.3683
C -1.4731 6.4996 -1.4719 -0.6463
C -2.5130 7.6547 -1.5122 -0.6438
C -2.9275 7.9955 -2.9498 -0.5230
C -3.9821 9.1543 -3.0356 -1.1894
H 1.1495 5.8574 -0.3575 0.3829
H 0.0724 4.5238 -0.5407 0.1771
H 0.5325 5.1415 1.1129 0.1877
H -1.7559 5.6852 0.5066 0.0937
H -0.8248 7.2137 0.5311 0.4065
H -1.8268 5.6110 -1.9949 0.3903
H -0.6685 7.0479 -1.9619 0.3258
H -3.4009 7.4194 -0.9253 0.2971
H -2.0499 8.4455 -0.9221 0.4307
H -2.0222 8.2421 -3.5045 0.3445
H -3.2954 7.1296 -3.5001 0.3609
H -3.4928 9.9745 -2.5102 0.2995
H -4.2776 9.3887 -4.0582 0.3717
H -4.9029 8.8670 -2.5281 0.2818
C -2.8050 -3.7348 0.2073 -1.1442
C -1.9979 -4.6024 -0.7400 -0.0434
C -1.2129 -5.6339 0.0235 -0.4319
C -0.6259 -6.6336 -0.9461 -0.9202
C 0.3428 -7.6957 -0.3471 -0.1340
C 1.1523 -8.4923 -1.4275 -1.3144
H -3.0927 -2.7915 -0.2570 0.2167
H -2.1565 -3.5104 1.0542 0.2360
H -3.7018 -4.1571 0.6606 0.4267
H -2.5874 -5.0930 -1.5145 0.3770
H -1.3294 -3.9452 -1.2962 0.0483
H -1.9206 -6.2143 0.6154 0.4980
H -0.4281 -5.2483 0.6743 -0.0288
H -1.4349 -7.1398 -1.4727 0.5097
H -0.0761 -6.0895 -1.7141 0.3079
H 1.0607 -7.1905 0.2991 -0.0354
H -0.3165 -8.2924 0.2833 0.4279
H 1.7556 -7.7639 -1.9693 0.2592
H 1.7893 -9.2939 -1.0536 0.3474
H 0.4900 -8.8763 -2.2034 0.4058
C 5.3927 -7.4360 -0.9470 -1.3022
C 4.6419 -6.7485 0.1336 -0.2529
C 3.6626 -5.6392 -0.3404 -0.2401
C 2.8844 -4.8593 0.8091 -0.8405
C 2.0089 -3.6977 0.3791 -0.2078
C 1.2846 -2.9599 1.5538 -1.0627
H 4.7723 -7.6607 -1.8145 0.3175
H 5.7316 -8.4195 -0.6215 0.3661
H 6.2577 -6.8784 -1.3063 0.3339
H 3.9554 -7.4047 0.6686 0.2391
H 5.3189 -6.3283 0.8774 0.3852
H 2.9374 -6.2001 -0.9299 -0.3085
H 4.1514 -4.9339 -1.0125 0.5608
H 2.3013 -5.6277 1.3168 0.1582
H 3.5706 -4.4545 1.5530 0.4750
H 2.5342 -2.9124 -0.1645 0.5984
H 1.2330 -4.0815 -0.2833 -0.0492
H 0.8162 -3.6306 2.2742 0.3853
H 2.0097 -2.4142 2.1576 0.5246
H 0.5768 -2.2148 1.1905 -0.0516
C 4.1447 -1.2542 -8.2206 -1.2951
C 3.4176 -1.1397 -6.8502 -0.3506
C 2.1124 -0.3098 -6.7944 -0.6398
C 1.1562 -0.5176 -5.5761 -0.6778
C 1.7356 0.0372 -4.2621 -0.3816
C 0.6896 -0.0323 -3.1142 -0.9991
H 4.9178 -2.0224 -8.2339 0.3507
H 4.4793 -0.3004 -8.6285 0.3258
H 3.4125 -1.5544 -8.9702 0.3336
H 3.2884 -2.1676 -6.5112 0.3287
H 4.1132 -0.7597 -6.1020 0.3025
H 1.5556 -0.6791 -7.6556 0.2911
H 2.2172 0.7658 -6.9371 0.3461
H 0.2108 -0.0003 -5.7396 0.3497
H 0.9386 -1.5836 -5.5100 0.3117
H 2.6238 -0.4879 -3.9106 0.2818
H 2.0269 1.0777 -4.4052 0.3057
H -0.1889 0.5319 -3.4273 0.3615
H 0.3891 -1.0612 -2.9165 0.2039
H 0.9479 0.4572 -2.1752 0.2472
C -0.5620 -0.1990 5.5754 -0.1785
Cl 0.1874 -0.1388 7.1834 -0.1004
Cl 0.6167 -0.6555 4.2922 -0.0515
Cl -1.6447 1.2485 5.0745 -0.1067
H -1.1769 -1.0966 5.6412 0.4025
C -0.9429 0.5623 0.8783 0.3969
Cl -2.4800 1.3150 1.0230 -0.0057
Cl 0.3371 1.7300 0.4447 -0.1276
Cl -1.1374 -0.7733 -0.3688 -0.1045
H -0.6833 0.0172 1.7858 -0.1818

70
Properties=species:S:1:pos:R:3:lowdin_spin:R:1 method="wB97M-V/def2-TZVPD" homo_lumo_gap_ev="6.72 / 6.05" fmax_ev_per_a=0.5 spin_multiplicity=3 molar_mass_da=818.76 e_lumo_ha="0.0047 / -0.0528"
Pt -0.0105 -0.1916 -0.1776 1.0350
O 2.4906 3.6953 0.8016 0.0039
C 1.5616 4.5699 0.3671 0.0015
C 1.9619 5.8955 0.1888 -0.0001
C 1.0578 6.8458 -0.2363 0.0017
C -0.2677 6.5008 -0.4885 0.0003
C -0.6656 5.1911 -0.3166 0.0026
C 0.2308 4.2058 0.1014 0.0055
C -0.2151 2.7976 0.2433 0.0195
O 0.6256 1.9399 0.6905 0.1408
N -1.4443 2.5088 -0.1083 0.0092
N -1.7279 1.1649 0.1169 0.1129
C -2.9821 0.9490 0.2365 0.0046
S -3.6757 -0.6340 0.5720 0.0041
C -5.1759 0.0736 1.3059 0.0001
C -5.5824 1.2345 0.4207 0.0008
S -4.1208 2.2814 0.1711 0.0041
H 2.0176 2.8375 0.9318 0.0010
H 2.9924 6.1479 0.3962 0.0000
H 1.3854 7.8686 -0.3702 0.0001
H -0.9761 7.2476 -0.8177 0.0000
H -1.6864 4.8930 -0.5120 0.0003
H -4.9743 0.4050 2.3252 0.0000
H -5.9312 -0.7119 1.3208 0.0001
H -6.3557 1.8466 0.8845 0.0003
H -5.9473 0.8726 -0.5416 0.0000
S -1.2636 -2.0143 -1.0814 0.1429
C -1.0448 -3.1923 0.0814 0.0779
N -0.7407 -2.9726 1.3533 0.0273
C -0.7237 -4.1326 2.2307 0.0027
C -0.3873 -5.3024 1.3128 0.0068
S -1.1695 -4.8887 -0.2788 0.0333
H -0.7288 -2.0161 1.6915 0.0030
H -1.7041 -4.2568 2.7032 0.0009
H 0.0329 -4.0031 3.0044 0.0001
H -0.7753 -6.2467 1.6855 0.0003
H 0.6876 -5.3697 1.1478 0.0008
N 4.8853 -3.2373 -0.1847 0.0019
C 3.6897 -3.1303 0.4319 0.0052
N 3.7211 -2.7076 1.7198 0.0012
S 2.2606 -3.5324 -0.3324 0.0235
H 5.6653 -2.6776 0.1326 0.0001
H 4.8498 -3.4366 -1.1701 0.0002
H 4.5403 -2.2135 2.0384 0.0001
H 2.8445 -2.3535 2.0681 0.0003
C 8.7887 -0.8808 0.1147 0.0001
C 7.9654 0.3682 0.4512 0.0002
C 7.9581 0.5423 1.9694 0.0000
C 8.6376 1.6010 -0.1679 0.0001
C 6.5567 0.2253 -0.1213 0.0018
C 6.3957 0.0641 -1.5025 0.0016
C 5.1485 -0.0218 -2.1132 0.0017
C 4.0469 0.0370 -1.2889 0.0082
O 2.7236 -0.0511 -1.6072 0.0457
B 2.0410 -0.0154 -0.3884 0.2133
O 2.9526 0.1509 0.6692 0.0414
C 4.1872 0.1768 0.0794 0.0078
C 5.4185 0.2863 0.6897 0.0010
H 9.8007 -0.7825 0.5089 0.0000
H 8.8618 -1.0399 -0.9609 0.0000
H 8.3443 -1.7748 0.5587 0.0000
H 8.9830 0.6329 2.3286 0.0000
H 7.5083 -0.3135 2.4746 0.0000
H 7.4208 1.4403 2.2717 0.0000
H 9.6450 1.7229 0.2318 0.0000
H 8.0682 2.5034 0.0547 0.0000
H 8.7147 1.5132 -1.2504 0.0000
H 7.2730 0.0218 -2.1324 0.0001
H 5.0463 -0.1363 -3.1824 0.0001
H 5.4773 0.4332 1.7572 0.0001